1.
This record from the Open Molecules 2025 dataset describes a molecular structure, C36H65BaN2O10 in a non-equilibrium geometry. The level of theory is wB97M-V/def2-TZVPD.

```
114
Properties=species:S:1:pos:R:3:forces:R:3
Ba -0.3869 -0.4909 -0.6647 1.19 1.11 0.62
C 3.4395 3.2608 -0.4791 -0.85 -0.35 -0.95
C 2.4587 2.3720 -1.3366 -0.02 -0.93 0.96
C 2.8686 2.3876 -2.8371 1.54 -0.29 -0.05
C 4.1115 1.5135 -3.1592 -0.68 -0.53 1.25
C 3.8398 0.1022 -2.6090 -0.15 0.31 -0.25
C 3.4642 -0.0219 -1.0608 0.21 0.19 -2.14
N 2.3709 0.9686 -0.8080 -1.15 -1.63 0.09
O 1.8054 0.8648 0.5495 0.39 -0.07 -1.67
C 4.7671 0.2055 -0.2876 0.23 0.07 0.75
C 3.0128 -1.5525 -0.9315 0.73 1.15 0.82
C 1.0271 2.9667 -1.2754 0.00 0.76 0.89
H 4.4804 2.9450 -0.5502 -0.12 0.10 -0.34
H 3.1976 3.2496 0.5837 -0.38 0.02 -0.16
H 3.2981 4.2419 -0.9325 0.42 0.39 0.48
H 3.2067 3.3712 -3.1632 -0.57 0.51 0.35
H 2.0446 2.1048 -3.4921 -0.19 -0.17 0.23
H 5.0188 1.9389 -2.7303 -0.01 0.17 0.09
H 4.2810 1.4414 -4.2335 -0.05 0.10 -0.10
H 4.6570 -0.5635 -2.8871 0.32 -0.11 0.46
H 3.0402 -0.2216 -3.2752 -0.59 -0.41 0.54
H 5.5253 -0.5551 -0.4742 -0.26 -0.44 0.00
H 4.5644 0.2476 0.7825 -0.05 -0.12 0.12
H 5.3205 1.1172 -0.5126 -0.48 0.23 -0.28
H 2.4027 -1.8888 -1.7699 -0.18 0.13 0.09
H 2.6006 -1.8261 0.0397 -0.77 0.53 0.06
H 3.8998 -2.1832 -0.8718 0.36 0.13 -0.67
H 1.0198 3.9281 -1.7890 -0.03 0.01 -0.37
H 0.6697 3.2136 -0.2757 0.63 -0.07 0.47
H 0.1735 2.3785 -1.6122 0.46 -0.48 -0.79
C 2.0674 1.7783 4.2791 0.72 0.40 0.74
C 1.5419 1.4228 5.5541 0.55 1.21 -1.65
C 2.0810 2.0129 6.6729 0.36 -0.75 1.02
C 3.2872 2.7003 6.6186 -0.65 0.40 -0.40
C 3.8513 3.0162 5.3906 -0.17 -0.26 -1.25
C 3.2322 2.5906 4.1768 -0.93 -1.06 2.03
N 3.9148 3.1871 7.9009 -0.89 -0.52 -1.53
O 3.3053 3.0269 8.9312 0.00 -0.01 0.22
O 4.9893 3.7001 7.7614 0.88 0.48 0.45
H 1.5687 1.4418 3.3822 0.16 -0.18 -0.27
H 0.6903 0.7635 5.6352 -0.14 0.12 0.02
H 1.6136 1.8362 7.6304 0.15 0.01 0.18
H 4.7608 3.5921 5.3030 0.07 -0.02 0.32
H 3.6969 2.7654 3.2176 -0.13 0.24 0.00
C -4.6257 -0.4841 1.9463 0.13 0.12 0.09
C -3.8313 -1.5628 1.2220 0.78 0.55 0.33
O -2.9076 -1.2680 0.4917 -0.22 0.13 -0.09
C -4.1957 -2.9799 1.4616 -0.93 0.02 0.08
H -4.3309 0.5017 1.5866 -0.13 -0.14 -0.23
H -4.4052 -0.4605 3.0135 0.18 -0.43 0.05
H -5.7057 -0.6232 1.8972 0.00 -0.05 -0.28
H -3.6531 -3.6920 0.8397 0.05 0.20 0.25
H -5.2612 -2.9940 1.2324 -0.23 -0.49 -0.17
H -4.1702 -3.2176 2.5251 0.30 -0.08 0.02
C -4.7573 1.2500 -1.1790 0.50 0.11 0.16
C -3.4418 1.9163 -1.4346 2.02 -1.24 0.21
O -2.3742 1.2897 -1.4335 -1.45 0.69 0.39
C -3.3940 3.3497 -1.8349 0.13 -0.16 -0.33
H -5.2748 1.2591 -2.1383 -0.41 0.08 0.15
H -5.2613 1.8644 -0.4330 -0.49 -0.09 -0.17
H -4.6352 0.2259 -0.8262 0.09 0.17 -0.09
H -3.2933 4.0783 -1.0306 -0.23 -0.25 0.26
H -4.2907 3.5613 -2.4174 0.21 0.40 -0.16
H -2.4556 3.3733 -2.3890 -0.26 0.57 -0.38
C 1.4177 -3.4968 2.5514 0.54 0.25 -0.58
C 0.5371 -2.2714 2.5824 -1.25 -0.08 -1.11
O -0.2628 -2.0934 1.6255 1.95 0.10 2.79
C 0.6531 -1.3836 3.8446 -1.05 -0.04 -0.60
H 2.3936 -3.2253 2.1490 0.28 0.57 0.17
H 1.1065 -4.1918 1.7714 -0.50 -0.19 0.48
H 1.6394 -3.9371 3.5236 -0.37 -0.08 -0.06
H 0.2284 -1.8745 4.7203 0.07 -0.76 -0.08
H -0.0015 -0.5149 3.7757 0.39 0.24 -0.54
H 1.6638 -1.1098 4.1472 0.06 -0.04 -0.50
C -4.5086 -1.6111 -3.8560 1.18 0.48 0.41
C -3.4434 -2.0535 -2.8413 1.98 0.46 1.35
O -2.5167 -1.3191 -2.4428 -2.35 -1.40 -1.49
C -3.5570 -3.4754 -2.2998 -0.81 0.20 -0.03
H -5.5274 -1.9148 -3.6158 0.18 -0.01 0.14
H -4.2501 -2.0025 -4.8400 -0.02 -0.27 -0.03
H -4.3991 -0.5295 -3.9350 -0.32 0.03 0.00
H -3.2738 -4.2132 -3.0505 -0.10 0.05 -0.20
H -4.6177 -3.6052 -2.0852 -0.16 -0.37 -0.15
H -3.0497 -3.7251 -1.3679 0.44 0.65 -0.19
C -2.4321 1.3917 3.7154 0.91 -1.06 0.14
C -1.6772 1.9358 2.5178 -0.58 -0.58 -0.58
O -1.0760 1.1874 1.7582 -0.58 0.61 0.71
C -1.8002 3.3984 2.2183 0.07 0.46 -0.66
H -3.5125 1.5325 3.6847 0.19 0.57 0.09
H -1.9708 1.7161 4.6482 -0.34 0.60 0.07
H -2.2619 0.3153 3.7377 -0.07 -0.15 -0.21
H -2.8049 3.8192 2.2580 -0.34 -0.51 0.23
H -1.4657 3.5244 1.1886 0.37 0.26 0.15
H -1.2479 4.0350 2.9097 0.38 -0.19 -0.03
C 1.3242 -0.0669 -5.4965 0.56 0.05 -0.77
C 0.0972 -0.0375 -4.6503 0.94 -0.91 2.56
O 0.2212 -0.0609 -3.4146 -0.65 0.17 -1.88
C -1.1887 -0.1244 -5.3729 -0.72 0.51 -1.06
H 1.8720 -0.9964 -5.3411 0.00 -0.06 0.35
H 2.0090 0.7470 -5.2585 -0.05 0.00 0.13
H 1.1069 -0.0490 -6.5645 -0.04 0.22 0.08
H -1.7357 -1.0624 -5.2782 0.27 -0.10 0.41
H -0.9379 -0.0134 -6.4279 -0.43 0.01 -0.05
H -1.8771 0.6803 -5.1146 0.04 0.01 0.26
C 0.1766 -4.6224 -3.0165 -1.02 0.67 -0.13
C -0.1072 -4.2429 -1.5901 0.55 -2.12 -0.10
O 0.0156 -3.1160 -1.2487 -0.05 2.49 0.77
C -0.4427 -5.3338 -0.5856 -0.16 0.32 -0.18
H -0.6380 -5.2344 -3.4038 0.62 -0.99 0.10
H 1.2054 -4.9822 -3.0280 -0.26 -0.56 -0.45
H 0.0750 -3.7443 -3.6543 0.50 0.33 0.27
H 0.2339 -6.1865 -0.6419 -0.18 -0.08 -0.33
H -1.4630 -5.6196 -0.8413 -0.05 -0.52 0.06
H -0.4447 -4.9803 0.4455 0.01 0.32 -0.22
```
Positions in Å, forces in eV/Å.

The value obtained for the total energy is -2297.84455 Ha. The LUMO energy is -2.12 eV. Its total charge is +1. The calculation puts the frontier orbital gap at 5.6004 eV.

2.
This record from the Open Molecules 2025 dataset describes a molecular structure, C20H26Cu2F3N4O3 in a non-equilibrium geometry. The level of theory is wB97M-V/def2-TZVPD.

```
58
Properties=species:S:1:pos:R:3:forces:R:3
Cu -1.7126 0.8116 -2.2090 1.48 0.06 0.18
Cu 0.8207 2.6271 -2.0986 -0.68 -0.95 0.36
O 0.3086 0.7517 -0.8661 -1.13 -0.20 -0.76
H -0.0291 -0.1287 -0.6104 0.13 0.37 -0.12
N 2.1130 1.4145 1.3038 -0.14 0.42 -0.61
C 1.9896 2.3745 2.2475 -1.19 -0.64 -0.22
C 3.1957 2.4967 2.8463 0.20 0.63 2.27
C 4.1026 1.5574 2.3161 -0.75 -0.27 -1.65
C 3.4009 1.0115 1.2372 0.47 -1.53 0.79
H 1.3291 1.0115 0.8107 0.20 0.25 -0.63
H 0.9809 2.6813 2.4817 0.35 0.59 0.18
H 3.2546 3.0756 3.7561 0.55 0.12 -0.06
H 5.0447 1.1717 2.6769 0.13 0.61 -0.15
H 3.6064 0.1921 0.5643 0.48 0.17 0.14
N -0.1375 -0.4696 -4.4723 -1.13 2.22 -2.94
C -1.3588 -0.1733 -5.0900 -0.07 0.09 -0.25
C -2.3129 -1.0565 -4.5958 -0.65 1.69 0.02
C -1.6845 -1.8079 -3.6273 2.17 -1.13 1.45
C -0.3387 -1.4573 -3.6580 -0.05 -2.34 3.04
H 0.7264 0.0035 -4.6955 -0.13 -0.21 0.18
H -1.4735 0.5993 -5.8358 0.24 -0.08 0.10
H -3.3866 -1.0563 -4.7124 0.12 0.15 -0.63
H -1.9810 -2.5711 -2.9230 -0.60 -0.03 -0.38
H 0.4361 -1.8491 -3.0157 0.13 -0.01 -0.16
N -1.7038 3.9127 -0.0698 -0.22 0.23 0.07
C -1.3024 3.0715 0.9337 0.70 -0.41 -0.67
C -1.7418 3.5918 2.0963 -0.17 -1.06 1.72
C -2.5044 4.7183 1.8092 -1.00 1.21 1.68
C -2.4406 4.9378 0.5068 0.20 0.02 -3.15
H -1.4691 3.8001 -1.0457 -0.06 0.11 0.17
H -0.7288 2.1770 0.7408 0.00 0.17 -0.17
H -1.6107 3.1752 3.0841 0.07 -0.13 -0.11
H -3.1382 5.3198 2.4440 0.36 -0.06 0.34
H -2.8714 5.7105 -0.1126 0.01 -0.08 0.09
N 2.4379 -1.1436 -1.2990 0.77 -1.64 0.51
C 3.3115 -1.6357 -2.2305 0.61 -0.98 0.01
C 3.9835 -2.7248 -1.6611 0.23 0.92 -1.86
C 3.5853 -2.8431 -0.3516 -1.22 -0.16 1.13
C 2.5683 -1.9280 -0.1623 -0.11 0.62 0.06
H 1.7422 -0.4161 -1.3823 -0.08 0.51 -0.10
H 3.4840 -1.2287 -3.2159 -0.36 0.17 0.11
H 4.6395 -3.4270 -2.1540 0.24 0.42 -0.15
H 3.9913 -3.5623 0.3443 -0.34 0.07 0.12
H 1.9269 -1.7291 0.6836 0.24 0.02 0.07
C -1.3760 -3.3586 0.2441 0.77 0.49 0.16
C -1.0149 -2.9007 1.6812 0.45 -1.54 -1.22
O -2.1038 -2.0983 2.0418 -1.75 0.76 -1.04
C -2.2678 -1.6617 3.2462 2.20 -0.34 2.97
O -1.4904 -1.9117 4.1578 -1.47 0.70 -1.10
C -3.5521 -0.8086 3.4562 0.08 -0.39 1.83
F -4.4865 -1.1965 2.6326 -0.81 0.06 -1.20
F -4.0499 -1.0423 4.7077 0.73 0.19 -0.70
F -3.3426 0.5071 3.3592 0.15 -0.38 -0.30
H -1.3941 -2.4821 -0.4036 -0.03 0.04 -0.13
H -2.3510 -3.8400 0.1694 -0.01 0.09 0.42
H -0.6467 -4.0555 -0.1690 0.16 0.06 0.17
H -0.0843 -2.3445 1.7930 -0.04 0.13 -0.33
H -0.8935 -3.7930 2.2953 -0.38 0.18 0.45
```
Positions in Å, forces in eV/Å.

The value obtained for the total energy is -4802.81275 Ha. The LUMO energy (alpha / beta) is -1.53 / -1.82 eV. Its spin multiplicity is 2. The calculation puts the frontier orbital gap (alpha / beta) at 5.4409 / 5.7726 eV.